No. 1
The following is a quantum chemistry calculation of a molecular structure, C9H18AsF7O9Rb in a non-equilibrium geometry, from the Open Molecules 2025 dataset.

The total energy comes out at -108553.691 eV. The net charge is -1. As for the orbital gap: 0.249 Eh. The LUMO energy is 2.0 eV. The calculation puts the highest occupied orbital energy at -0.1746 Eh.

Cartesian coordinates (Å):
Rb: -0.83073 0.44641 -0.07148
As: 1.78579 1.80787 1.62629
F: 3.32448 2.56642 1.96706
F: 0.99102 3.32676 2.06109
F: 0.26053 0.93270 1.24288
F: 2.65629 0.37594 0.99449
F: 1.75856 1.01567 3.24767
F: 1.75477 2.36458 -0.11787
F: 0.46912 0.20945 -1.91035
C: -4.79034 2.70949 0.34497
O: -3.56555 3.47679 0.06819
C: -2.43134 2.92708 0.02703
O: -2.16297 1.72674 0.19848
O: -1.50178 3.90877 -0.02394
C: -0.07526 3.64928 0.27678
H: -4.74973 1.62026 0.35029
H: -5.68617 2.85594 -0.25847
H: -5.15386 3.04509 1.31622
H: 0.61954 4.44610 0.01142
H: 0.21806 2.68613 -0.14083
H: -0.01860 3.50322 1.35546
C: 0.95370 -1.13349 0.30970
O: 1.79926 -2.04643 -0.38068
C: 2.75823 -1.69170 -1.39051
O: 2.80733 -0.58074 -1.97422
O: 3.56294 -2.77271 -1.69537
C: 4.79826 -2.76900 -2.35420
H: 0.87812 -1.33996 1.37729
H: -0.02849 -0.92846 -0.11616
H: 1.54224 -0.21886 0.38156
H: 4.80102 -2.13443 -3.24043
H: 5.16018 -3.75203 -2.65547
H: 5.53091 -2.35343 -1.66238
C: -1.42783 -1.75139 -2.28004
O: -1.24870 -2.62097 -1.11672
C: -1.60842 -2.26794 0.11067
O: -1.95331 -1.11322 0.40959
O: -1.32200 -3.26866 0.97058
C: -1.34652 -3.11263 2.32381
H: -1.65243 -2.37392 -3.14612
H: -0.59776 -1.07675 -2.48967
H: -2.24861 -1.05445 -2.11058
H: -0.47928 -2.63401 2.77871
H: -1.36751 -4.11683 2.74719
H: -2.18303 -2.48853 2.63821

No. 2
The following is a quantum chemistry calculation of a molecular structure, C9H18BCsF4NO in a non-equilibrium geometry, from the Open Molecules 2025 dataset.

The total energy comes out at -25253.744 eV. The net charge is -1. As for the orbital gap: 0.198 Eh. The LUMO energy is 2.4 eV. The calculation puts the highest occupied orbital energy at -0.1095 Eh.

Cartesian coordinates (Å):
Cs: -28.35250 18.74607 11.57582
C: -26.58346 16.43064 14.40400
C: -26.14397 17.55612 13.53985
C: -24.59678 17.58646 13.69406
C: -23.79701 18.44647 12.71825
C: -24.06354 17.95570 11.27752
C: -25.60493 17.92804 10.93278
N: -26.52382 17.47078 12.07933
O: -27.66970 16.56128 11.78779
C: -25.68140 17.05581 9.61417
C: -26.05743 19.35113 10.47603
C: -26.69299 18.86238 14.13184
H: -27.66476 16.29490 14.42563
H: -26.20793 16.59479 15.41401
H: -26.34937 15.45302 13.98261
H: -24.18309 16.57979 13.63435
H: -24.27438 17.89145 14.68962
H: -22.72995 18.31108 12.89476
H: -24.15396 19.42608 13.03612
H: -23.60903 16.99725 11.02672
H: -23.53546 18.78311 10.80357
H: -24.76354 17.23165 9.05318
H: -26.55145 17.20743 8.97532
H: -25.70220 16.00198 9.89184
H: -25.45453 19.75636 9.66338
H: -26.25788 20.10033 11.24194
H: -27.04991 19.12764 10.08471
H: -26.52613 19.64024 13.38673
H: -26.40074 19.26526 15.10157
H: -27.78237 18.86736 14.16839
B: -28.98449 20.80053 12.72145
F: -29.94060 19.73833 12.86462
F: -27.68330 20.32861 12.62016
F: -29.26069 21.43183 11.45366
F: -29.05620 21.84026 13.58867

No. 3
The following is a quantum chemistry calculation of a molecular structure, C9H18BF4LiO5 in a non-equilibrium geometry, from the Open Molecules 2025 dataset.

The total energy comes out at -31615.906 eV. As for the orbital gap: 0.301 Eh. The LUMO energy is -0.1 eV. The calculation puts the highest occupied orbital energy at -0.3042 Eh.

Cartesian coordinates (Å):
Li: -0.97868 -0.27583 0.31619
B: -2.97771 -1.47298 -1.10119
F: -1.63458 -1.50780 -1.62596
F: -3.70290 -2.54047 -1.34209
F: -2.54810 -1.46425 0.27946
F: -3.58203 -0.25584 -1.35633
C: 0.87251 2.00974 -0.19890
O: 0.43592 0.79796 -0.78725
H: 1.61902 1.60652 0.67101
H: 0.08414 2.36092 0.32552
H: 1.34186 2.50952 -0.87922
H: 1.08704 0.41849 -1.43641
C: -1.64891 1.89926 2.35494
O: -1.80510 0.68924 1.71432
H: -2.36899 1.77806 3.36035
H: -1.62906 2.82951 1.66334
H: -0.55273 1.94716 2.88197
H: -2.63558 0.15575 2.01823
C: -2.26237 2.86548 -1.92662
O: -3.14666 3.87586 -1.35672
H: -2.15413 2.07086 -1.12076
H: -1.38273 3.27796 -1.72876
H: -2.28459 2.41625 -2.98217
H: -3.62491 4.42013 -2.21081
C: 2.56978 -1.54266 1.63116
C: 3.76950 -1.83724 0.93807
C: 3.73461 -2.29793 -0.43947
C: 2.57153 -2.71658 -0.97281
C: 1.32881 -2.43679 -0.31760
C: 1.28809 -1.91797 1.03823
O: 0.14524 -1.64665 1.63413
O: 4.83699 -2.56942 -1.02420
H: 2.69538 -1.30494 2.61875
H: 4.88055 -1.71890 1.56917
H: 2.37445 -3.11038 -2.13353
H: 0.37051 -2.83059 -0.73755
H: 0.22208 -1.72333 2.68343
H: 4.69176 -2.75809 -2.01993

No. 4
The following is a quantum chemistry calculation of 2 unconnected molecules or ions with the total composition C9H18BIN2O3P in a non-equilibrium geometry, from the Open Molecules 2025 dataset.

The total energy comes out at -36811.971 eV. The net charge is -1. As for the orbital gap: 0.243 Eh. The LUMO energy is 2.7 eV. The calculation puts the highest occupied orbital energy at -0.1437 Eh.

Cartesian coordinates (Å):
C: -0.31941 -0.76373 2.26926
N: -1.26049 -1.40034 1.32089
C: -2.57064 -1.52481 1.97232
B: -1.32146 -0.72002 0.03854
O: -2.58380 -0.47169 -0.51804
P: 0.26058 -0.21158 -1.03670
I: -0.78261 2.24813 -1.27315
C: 1.10433 -1.90179 -0.96925
C: 2.49391 -1.93611 -0.86424
C: 3.20762 -3.12667 -0.83440
C: 2.52251 -4.33239 -0.88352
C: 1.13747 -4.32184 -0.99057
C: 0.44478 -3.11966 -1.04531
H: -0.51170 0.30419 2.38122
H: 0.69039 -0.90605 1.90702
H: -0.39243 -1.24631 3.23880
H: -3.20629 -2.22482 1.44543
H: -2.44750 -1.91337 2.98208
H: -3.08902 -0.56947 2.07460
H: -2.93993 0.31449 -0.09359
H: -0.46473 -0.58059 -2.26013
H: 1.35292 0.32609 -1.82213
H: 1.00448 0.24971 0.15955
H: 3.02745 -0.99517 -0.82683
H: 4.28378 -3.11071 -0.77545
H: 3.08200 -5.25407 -0.85870
H: 0.62089 -5.26890 -1.02648
H: -0.63229 -3.14171 -1.15406
C: -0.68589 6.09337 -0.76956
N: -0.01260 7.05100 0.15044
O: -0.69295 7.91002 0.67977
O: 1.18004 6.91651 0.31591
H: -1.73757 6.34842 -0.81203
H: -0.21669 6.19180 -1.74301
H: -0.54515 5.08808 -0.37867

No. 5
The following is a quantum chemistry calculation of a molecular structure, C9H18CuNO11 in a non-equilibrium geometry, from the Open Molecules 2025 dataset.

Its expectation value of S² is 0.7517. The total energy comes out at -78276.965 eV. The net charge is -1. Its multiplicity is 2. As for the orbital gap (alpha / beta): 0.239 / 0.218 Eh. The LUMO energy (alpha / beta) is 2.4 / 1.8 eV. The calculation puts the highest occupied orbital energy (alpha / beta) at -0.1522 / -0.1517 Eh.

Cartesian coordinates (Å):
Cu: -20.48160 -5.62397 -21.52334
O: -21.58055 -2.20127 -19.20756
C: -21.59212 -3.28695 -20.00952
O: -20.65824 -3.59349 -20.84230
O: -22.56672 -4.00293 -19.87879
H: -22.40652 -2.15283 -18.72070
O: -24.25027 -5.55975 -23.43461
C: -23.83326 -6.00032 -22.25783
O: -22.61463 -6.21964 -22.19455
O: -24.58678 -5.97412 -21.25098
H: -25.17015 -5.53470 -23.16115
O: -20.92165 -8.19029 -17.80445
C: -21.41913 -7.25280 -18.65129
O: -20.72775 -6.61369 -19.45910
O: -22.61363 -6.90709 -18.51855
H: -21.63208 -8.07764 -17.16868
C: -20.80592 -4.05096 -24.12265
O: -20.09932 -5.14116 -23.63087
C: -20.21104 -6.28628 -24.40355
C: -19.37844 -7.44254 -23.87621
N: -19.55280 -7.46319 -22.39571
C: -18.28181 -7.54540 -21.70571
C: -17.47122 -6.24102 -21.97363
O: -18.34759 -5.15906 -21.61615
C: -17.73075 -3.88547 -21.78515
H: -21.09513 -3.36620 -23.32542
H: -21.80080 -4.27884 -24.50525
H: -20.21353 -3.47595 -24.83437
H: -19.73800 -6.19893 -25.38166
H: -21.22732 -6.65933 -24.53051
H: -18.33879 -7.39000 -24.19943
H: -19.72258 -8.39349 -24.28284
H: -19.87012 -8.35288 -22.03812
H: -17.76395 -8.44477 -22.03895
H: -18.46454 -7.72209 -20.64576
H: -17.11364 -6.17311 -23.00106
H: -16.59450 -6.32393 -21.33130
H: -17.88852 -3.56755 -22.81575
H: -16.67707 -3.76042 -21.53568
H: -18.26644 -3.10929 -21.23864

No. 6
The following is a quantum chemistry calculation of a molecular structure, C9H18F14Na4O11P3 in a non-equilibrium geometry, from the Open Molecules 2025 dataset.

Its expectation value of S² is 0.7569. The total energy comes out at -115728.128 eV. The net charge is +2. Its multiplicity is 2. As for the orbital gap (alpha / beta): 0.333 / 0.098 Eh. The LUMO energy (alpha / beta) is -6.4 / -12.8 eV. The calculation puts the highest occupied orbital energy (alpha / beta) at -0.5682 / -0.5682 Eh.

Cartesian coordinates (Å):
Na: 11.74272 -14.71115 17.81305
Na: 8.60501 -8.68237 16.57690
Na: 13.10236 -8.86015 13.72830
Na: 8.58475 -13.36962 13.93358
P: 6.64705 -10.84674 14.53053
F: 7.69613 -11.11154 13.28598
F: 7.84276 -11.27956 15.45201
F: 7.19232 -9.25411 14.49136
F: 5.66310 -10.55771 15.78934
F: 5.44623 -10.39985 13.47785
F: 6.19580 -12.35384 14.53171
P: 10.91019 -6.88223 14.50075
F: 10.68913 -8.49219 14.30886
F: 9.57981 -6.63821 13.54433
F: 10.05998 -6.90587 15.85137
F: 11.16289 -5.26995 14.83945
F: 12.34802 -7.29876 15.30631
F: 11.77240 -6.96800 13.11999
O: 11.66022 -12.49686 16.85879
P: 11.27096 -11.41097 15.78797
O: 12.38026 -10.69672 15.05839
F: 10.22742 -10.39042 16.52778
F: 10.27285 -12.08318 14.70228
C: 13.76237 -8.95648 9.37958
O: 12.35082 -9.05219 9.49765
C: 11.82106 -9.47577 10.70185
O: 12.44907 -9.82978 11.68175
O: 10.48763 -9.46219 10.58753
C: 9.67702 -9.90135 11.65151
H: 14.12390 -9.97148 9.21475
H: 14.25176 -8.41871 10.19161
H: 13.99034 -8.46520 8.43365
H: 10.12152 -10.74695 12.17638
H: 8.71802 -10.23737 11.25718
H: 9.53315 -9.06671 12.33764
C: 16.16158 -16.45859 18.36381
O: 16.28934 -15.15259 17.78950
C: 15.27095 -14.62966 17.03040
O: 14.21465 -15.14286 16.64934
O: 15.74321 -13.38588 16.75564
C: 14.95961 -12.50867 15.92596
H: 15.93800 -17.20743 17.60399
H: 15.29201 -16.56286 19.01271
H: 17.09457 -16.85918 18.76025
H: 14.57930 -11.79679 16.65856
H: 14.13700 -13.00079 15.40708
H: 15.57815 -11.96004 15.21568
C: 13.63585 -12.82527 12.01076
O: 13.82811 -14.12185 12.46611
C: 14.93047 -14.59737 12.95462
O: 15.98634 -14.04731 13.08739
O: 14.67514 -15.89154 13.29324
C: 15.68679 -16.67701 13.85619
H: 13.39872 -12.20459 12.87483
H: 12.70257 -12.92441 11.45644
H: 14.41565 -12.40519 11.37552
H: 16.01578 -16.33761 14.83837
H: 16.54754 -16.79191 13.19740
H: 15.32836 -17.69923 13.97741

No. 7
The following is a quantum chemistry calculation of a gas-phase ion, C9H18F3N4S (charge +1), from the Open Molecules 2025 dataset.

The total energy comes out at -34564.234 eV. The net charge is +1. As for the orbital gap: 0.294 Eh. The LUMO energy is -3.9 eV. The calculation puts the highest occupied orbital energy at -0.4385 Eh. The structure (SMILES) is [H]/N=C(/N)NCCCC[N@@H+](S)CCC(F)=C(F)F.

Cartesian coordinates (Å):
H: -0.89100 1.07423 -4.26689
N: -1.35112 0.20907 -3.99875
C: -1.44609 0.07134 -2.74021
N: -1.99231 -1.11300 -2.20968
N: -0.98203 0.99003 -1.77824
C: -1.83907 1.22493 -0.61424
C: -1.10835 2.06782 0.42647
C: 0.32904 1.53267 0.70434
C: 0.62736 1.12608 2.13554
N: 0.37661 -0.32694 2.48197
S: -1.32671 -0.77180 2.21149
C: 1.38607 -1.30611 1.91855
C: 1.10983 -1.88342 0.51884
C: 2.34601 -1.67207 -0.30448
F: 3.46136 -2.23356 0.20790
C: 2.41415 -0.93816 -1.41899
F: 1.44634 -0.85623 -2.29244
F: 3.45612 -0.23346 -1.78922
H: -2.85368 -0.92989 -1.71141
H: -2.18926 -1.72328 -2.99272
H: -0.80733 1.86882 -2.25017
H: -2.75573 1.74715 -0.90671
H: -2.13249 0.26381 -0.20164
H: -1.66791 2.05562 1.36132
H: -1.03005 3.09152 0.06907
H: 0.57909 0.76315 -0.02028
H: 1.01069 2.35732 0.49974
H: 0.06836 1.73858 2.84056
H: 1.68173 1.28164 2.35758
H: 0.48464 -0.37283 3.49468
H: -1.36994 -1.77739 3.10101
H: 1.41787 -2.12883 2.63011
H: 2.36515 -0.83500 1.96969
H: 0.28975 -1.41297 -0.02082
H: 0.89291 -2.94882 0.58805